No. 1
C19H42P2RuSi | ωB97M-V with the def2-TZVPD basis set

```
! RIJCOSX wB97M-V def2-TZVPD def2/J DEFGRID3
* xyz 2 5
P -2.31 4.50 1.43
P -3.13 3.76 -2.42
C -2.86 5.52 -0.01
C -3.77 4.94 -1.13
H -2.01 6.06 -0.44
H -3.44 6.32 0.48
H -4.69 4.53 -0.69
H -4.13 5.81 -1.73
C -2.22 4.85 -3.55
H -1.71 4.23 -4.29
H -1.46 5.45 -3.03
H -2.92 5.52 -4.06
C -4.64 3.38 -3.32
H -4.96 4.28 -3.85
H -5.43 3.05 -2.65
H -4.41 2.60 -4.04
C -1.43 5.78 2.37
H -0.92 5.32 3.21
H -2.18 6.50 2.71
H -0.70 6.29 1.73
C -3.81 4.23 2.40
H -4.64 3.91 1.76
H -4.06 5.17 2.90
H -3.61 3.44 3.14
Ru -0.02 -1.37 0.37
C -2.16 2.24 -2.34
C -0.80 2.81 -2.33
C -0.36 3.66 -1.21
C -0.06 3.00 0.15
C -1.08 3.29 1.30
C -2.38 2.53 1.31
C -3.11 2.02 0.09
C -2.54 1.32 -1.17
C 0.50 -0.40 2.16
H -2.39 1.79 -3.31
H -0.10 2.49 -3.09
H -1.10 4.45 -1.06
H 0.53 4.18 -1.54
H 0.05 1.90 0.03
H 0.92 3.36 0.51
H -0.54 3.21 2.25
H -2.34 1.77 2.15
H -3.63 2.91 -0.30
H -3.94 1.36 0.43
H -1.68 0.68 -0.99
H -3.30 0.62 -1.55
H 0.54 -1.47 2.56
H -0.21 0.23 2.72
H 1.52 0.00 2.07
C -0.16 -3.35 -0.13
Si 1.37 -2.26 -1.09
C 2.73 -1.95 0.11
C 1.74 -3.13 -2.61
C 0.39 -0.62 -1.39
H 0.44 -4.16 0.30
H -0.92 -3.62 -0.88
H -0.77 -3.01 0.77
H 3.20 -2.93 0.20
H 3.40 -1.24 -0.38
H 2.41 -1.57 1.09
H 0.82 -3.41 -3.13
H 2.35 -2.44 -3.21
H 2.31 -4.01 -2.27
H 1.01 0.29 -1.57
H -0.39 -0.59 -2.17
*
```

DFT total energy = -49396.402 eV
Relative energy (zero: lowest compared OMol25 entry of this formula, charge and spin) = 52.6 kcal per mole
Kohn-Sham gap (spin up / spin down) = 4.49 / 3.55 eV

No. 2
C19H43BiN2O2P3 | ωB97M-V with the def2-TZVPD basis set

```
! RIJCOSX wB97M-V def2-TZVPD def2/J DEFGRID3
* xyz 3 1
Bi 0.35 -0.01 -0.54
P 1.04 2.69 -0.38
P -1.29 0.13 -2.66
P 0.44 -0.50 2.44
H -0.89 -4.75 -2.09
C -1.01 -4.81 -1.01
C -2.09 -4.39 -0.37
H -2.93 -3.92 -0.91
C 2.67 2.86 -1.17
C -0.10 3.86 -1.22
C 1.27 3.37 1.27
C -2.20 -1.40 -2.76
C -2.53 1.44 -2.66
C -0.36 0.30 -4.20
C -0.49 -2.05 2.79
C -0.20 0.62 3.75
C 2.11 -0.92 3.09
H -0.18 -5.31 -0.47
H -2.21 -4.49 0.72
H 3.04 3.88 -1.00
H 2.57 2.68 -2.25
H 3.39 2.13 -0.75
H 0.34 4.86 -1.19
H -1.08 3.82 -0.71
H -0.22 3.54 -2.26
H 2.14 4.05 1.29
H 1.46 2.61 2.05
H 0.41 3.97 1.61
H -2.39 -1.62 -3.81
H -3.16 -1.29 -2.23
H -1.66 -2.24 -2.30
H -2.91 1.55 -3.68
H -2.12 2.41 -2.32
H -3.36 1.16 -1.99
H -1.07 0.49 -5.00
H 0.20 -0.63 -4.40
H 0.36 1.14 -4.13
H 0.00 -2.62 3.59
H -0.53 -2.66 1.88
H -1.52 -1.79 3.09
H 0.10 0.27 4.74
H -1.30 0.66 3.71
H 0.19 1.63 3.60
H 2.03 -1.34 4.10
H 2.71 0.00 3.13
H 2.61 -1.63 2.43
C 3.01 -1.86 -0.53
C 3.88 -0.88 -1.11
C 5.24 -0.91 -0.78
C 5.75 -1.89 0.05
C 4.91 -2.85 0.57
C 3.57 -2.88 0.25
O 1.70 -1.84 -0.59
H 0.13 1.74 -1.40
H 3.42 -0.10 -1.73
H 5.85 -0.12 -1.22
H 6.80 -1.86 0.26
H 5.32 -3.61 1.24
H 2.89 -3.65 0.66
C -5.18 0.11 0.64
N -4.48 1.17 1.32
C -3.14 1.40 1.24
N -2.72 2.47 1.98
O -2.34 0.70 0.57
H -4.46 -0.59 0.20
H -5.83 0.52 -0.15
H -5.82 -0.43 1.36
H -5.01 1.82 1.90
H -1.75 2.74 1.94
H -3.38 3.05 2.49
*
```

DFT total energy = -61152.393 eV
Relative energy (zero: lowest compared OMol25 entry of this formula, charge and spin) = 53.0 kcal per mole
Kohn-Sham gap (spin up / spin down) = 6.13 / 4.72 eV

No. 3
C19H43CeOP3SSe | ωB97M-V with the def2-TZVPD basis set

```
! RIJCOSX wB97M-V def2-TZVPD def2/J DEFGRID3
* xyz 3 2
Ce -0.61 0.06 0.20
P -1.12 -2.41 1.51
P 1.48 -0.65 2.34
P 1.67 -1.75 -0.73
H -3.06 3.42 -5.01
C -3.19 2.39 -5.39
C -3.46 1.33 -4.56
H -3.64 1.49 -3.46
C -2.51 -2.00 2.63
C -0.34 -3.75 2.46
C -1.92 -3.34 0.15
C 2.77 0.66 2.28
C 0.92 -0.41 4.07
C 2.59 -2.09 2.62
C 1.35 -1.76 -2.54
C 1.99 -3.53 -0.46
C 3.40 -1.12 -0.75
H -3.13 2.33 -6.50
H -3.72 0.32 -4.93
H -3.20 -1.26 2.20
H -2.12 -1.61 3.58
H -3.07 -2.92 2.85
H 0.07 -3.36 3.40
H 0.44 -4.25 1.87
H -1.08 -4.50 2.73
H -2.59 -2.71 -0.45
H -2.50 -4.17 0.58
H -1.18 -3.79 -0.52
H 3.41 0.56 3.16
H 2.30 1.66 2.26
H 3.37 0.56 1.37
H 1.78 -0.57 4.74
H 0.13 -1.12 4.32
H 0.54 0.62 4.21
H 3.12 -1.93 3.56
H 3.31 -2.18 1.80
H 2.01 -3.01 2.70
H 2.24 -2.09 -3.10
H 1.08 -0.75 -2.88
H 0.53 -2.45 -2.79
H 2.65 -3.92 -1.24
H 1.05 -4.09 -0.48
H 2.48 -3.71 0.50
H 3.96 -1.65 -1.53
H 3.91 -1.26 0.20
H 3.39 -0.05 -0.99
C 1.19 2.79 -2.14
C -0.19 2.97 -2.39
C -0.58 3.21 -3.70
C 0.37 3.43 -4.73
C 1.73 3.40 -4.42
C 2.15 3.03 -3.15
Se 1.58 2.04 -0.51
H -0.66 0.31 -1.62
H -0.95 2.80 -1.60
H -1.66 3.16 -3.90
H 0.02 3.60 -5.76
H 2.43 3.67 -5.17
H 3.21 2.89 -2.94
C -2.82 1.87 3.60
S -3.06 2.39 1.88
C -2.05 3.89 1.91
O -2.22 1.38 1.03
H -3.60 2.27 4.26
H -1.84 2.19 3.97
H -2.92 0.77 3.66
H -1.45 3.99 2.82
H -1.41 3.98 1.04
H -2.77 4.72 1.89
*
```

DFT total energy = -139395.722 eV
Relative energy (zero: lowest compared OMol25 entry of this formula, charge and spin) = 67.9 kcal per mole
Kohn-Sham gap (spin up / spin down) = 5.61 / 5.11 eV

No. 4
C19H43MnN9O4S | ωB97M-V with the def2-TZVPD basis set

```
! RIJCOSX wB97M-V def2-TZVPD def2/J DEFGRID3
* xyz 1 5
Mn -1.40 -0.57 -0.94
N -1.41 -2.50 -0.16
C -2.21 -2.54 1.09
C -2.95 -1.22 1.28
O -4.00 -1.18 1.91
N -2.33 -0.17 0.71
C -2.98 1.13 0.72
C -2.64 1.88 -0.57
O -3.00 3.00 -0.78
O -1.94 1.15 -1.43
H -1.87 -3.04 -0.89
H -0.48 -2.88 -0.02
H -1.55 -2.68 1.94
H -2.93 -3.35 1.08
H -2.66 1.75 1.56
H -4.06 1.04 0.80
N -5.08 -0.73 -3.06
C -4.60 -1.03 -1.84
N -5.40 -0.80 -0.79
O -3.45 -1.52 -1.71
H -5.96 -0.27 -3.20
H -4.49 -0.90 -3.86
H -6.34 -0.47 -0.90
H -5.09 -1.04 0.15
C 1.31 -2.82 -2.36
N 1.48 -1.54 -3.01
C 2.84 -1.02 -3.01
C 0.42 -0.79 -3.38
N -0.77 -0.99 -2.81
N 0.59 0.15 -4.34
C -0.36 1.25 -4.47
C 1.49 -0.05 -5.47
H 2.04 -3.52 -2.76
H 0.31 -3.20 -2.56
H 1.47 -2.74 -1.28
H 3.27 -1.19 -2.02
H 2.83 0.05 -3.19
H 3.47 -1.52 -3.75
H -1.51 -0.62 -3.39
H -1.14 1.01 -5.20
H 0.18 2.12 -4.83
H -0.81 1.49 -3.51
H 1.89 -1.05 -5.46
H 2.30 0.67 -5.46
H 0.92 0.09 -6.39
C -0.05 -0.98 4.37
C -0.41 0.34 5.05
C -1.02 1.40 4.14
C -0.06 1.96 3.09
N 0.07 1.05 1.96
C 1.07 1.01 1.09
S 1.08 -0.16 -0.17
N 2.08 1.87 1.23
C 3.33 1.84 0.48
C 4.32 0.79 0.96
C 5.06 1.13 2.25
C 4.18 1.31 3.49
H 0.30 -1.70 5.11
H 0.73 -0.86 3.62
H -0.93 -1.41 3.89
H 0.48 0.76 5.53
H -1.12 0.14 5.86
H -1.36 2.24 4.75
H -1.92 1.01 3.64
H 0.92 2.09 3.56
H -0.40 2.94 2.73
H -0.71 0.43 1.75
H 2.02 2.53 1.99
H 3.76 2.84 0.55
H 3.07 1.67 -0.57
H 5.05 0.64 0.17
H 3.78 -0.16 1.07
H 5.66 2.03 2.10
H 5.78 0.33 2.45
H 3.62 2.24 3.46
H 4.78 1.34 4.39
H 3.46 0.48 3.59
*
```

DFT total energy = -84157.743 eV
Relative energy (zero: lowest compared OMol25 entry of this formula, charge and spin) = 0.0 kcal per mole
Kohn-Sham gap (spin up / spin down) = 8.09 / 9.42 eV

No. 5
C19H43OP3ReS | ωB97M-V with the def2-TZVPD basis set

```
! RIJCOSX wB97M-V def2-TZVPD def2/J DEFGRID3
* xyz 4 4
Re -0.02 0.25 -0.02
P 1.28 0.86 1.70
P -0.90 2.33 -0.47
P 1.91 -0.34 -1.19
H -0.79 -4.79 2.10
C 0.20 -4.39 1.82
C 0.96 -3.79 2.75
H 0.51 -3.48 3.69
C 0.67 0.87 3.45
C 2.05 2.55 1.71
C 2.81 -0.09 2.16
C -2.63 2.21 -1.03
C -0.99 3.78 0.65
C -0.16 3.21 -1.93
C 2.65 -1.93 -0.67
C 3.30 0.89 -1.24
C 1.66 -0.61 -2.97
H 0.56 -4.67 0.82
H 1.98 -3.43 2.55
H 0.27 -0.11 3.73
H -0.09 1.64 3.63
H 1.53 1.07 4.09
H 1.31 3.35 1.73
H 2.69 2.69 0.84
H 2.66 2.63 2.62
H 2.56 -1.13 2.38
H 3.22 0.35 3.07
H 3.58 -0.06 1.40
H -2.64 2.24 -2.13
H -3.20 3.09 -0.67
H -3.12 1.30 -0.67
H -0.48 4.63 0.17
H -0.53 3.65 1.62
H -2.02 4.09 0.80
H -0.67 4.18 -2.03
H -0.29 2.62 -2.85
H 0.90 3.42 -1.77
H 3.18 -2.35 -1.53
H 1.85 -2.62 -0.36
H 3.34 -1.79 0.17
H 3.92 0.63 -2.11
H 3.90 0.87 -0.32
H 2.89 1.90 -1.39
H 2.63 -0.90 -3.40
H 1.32 0.31 -3.44
H 0.93 -1.41 -3.14
C -1.65 -1.73 -1.91
C -2.78 -1.06 -2.45
C -3.09 -1.22 -3.79
C -2.43 -2.16 -4.57
C -1.47 -2.98 -3.98
C -1.11 -2.82 -2.65
O -1.09 -1.33 -0.77
H 0.98 1.42 -0.78
H -3.34 -0.40 -1.79
H -3.85 -0.59 -4.25
H -2.72 -2.30 -5.62
H -0.99 -3.75 -4.59
H -0.40 -3.51 -2.17
C -2.57 1.26 2.76
S -2.22 -0.14 1.64
C -2.02 -1.53 2.78
H -2.00 2.14 2.41
H -2.30 1.00 3.79
H -3.65 1.47 2.68
H -2.96 -1.67 3.34
H -1.81 -2.41 2.17
H -1.18 -1.35 3.45
*
```

DFT total energy = -63234.926 eV
Relative energy (zero: lowest compared OMol25 entry of this formula, charge and spin) = 60.6 kcal per mole
Kohn-Sham gap (spin up / spin down) = 5.52 / 4.04 eV

No. 6
C19H43P3ReSSe | ωB97M-V with the def2-TZVPD basis set

```
! RIJCOSX wB97M-V def2-TZVPD def2/J DEFGRID3
* xyz 4 4
Re -0.35 -0.31 0.78
P -1.56 -0.76 2.66
P 0.91 -2.24 0.39
P -2.03 -0.92 -0.65
H 0.92 2.00 -0.24
C -0.07 1.53 -0.31
C -1.03 1.74 0.78
H -0.72 2.33 1.64
C -0.81 -0.15 4.21
C -1.85 -2.53 3.05
C -3.26 -0.07 2.80
C 2.00 -2.03 -1.07
C 2.13 -2.68 1.68
C 0.12 -3.86 0.07
C -3.32 0.32 -1.07
C -3.13 -2.35 -0.31
C -1.45 -1.31 -2.35
H -0.44 1.50 -1.35
H -2.08 1.89 0.51
H -0.64 0.93 4.16
H 0.15 -0.65 4.40
H -1.50 -0.37 5.04
H -0.90 -3.06 3.20
H -2.40 -3.04 2.25
H -2.44 -2.59 3.97
H -3.22 1.02 2.74
H -3.67 -0.36 3.78
H -3.93 -0.44 2.02
H 2.57 -2.96 -1.22
H 2.68 -1.20 -0.90
H 1.41 -1.83 -1.97
H 2.54 -3.68 1.44
H 1.65 -2.72 2.66
H 2.95 -1.96 1.70
H 0.91 -4.61 -0.04
H -0.47 -3.84 -0.86
H -0.53 -4.15 0.90
H -3.99 -0.13 -1.81
H -2.88 1.23 -1.49
H -3.91 0.59 -0.18
H -3.77 -2.49 -1.20
H -3.78 -2.16 0.55
H -2.57 -3.28 -0.13
H -2.34 -1.35 -2.99
H -0.94 -2.28 -2.39
H -0.77 -0.54 -2.72
C 2.20 2.18 -4.37
C 1.58 3.15 -3.57
C 1.34 4.43 -4.08
C 1.77 4.77 -5.37
C 2.45 3.82 -6.15
C 2.67 2.54 -5.66
Se 2.40 0.37 -3.79
H 1.96 0.64 -2.38
H 1.26 2.89 -2.56
H 0.82 5.16 -3.45
H 1.57 5.77 -5.76
H 2.80 4.09 -7.14
H 3.19 1.80 -6.26
C 2.79 0.19 3.49
S 1.86 0.85 2.07
C 1.57 2.50 2.77
H 3.84 0.50 3.37
H 2.75 -0.90 3.51
H 2.38 0.59 4.42
H 2.46 2.73 3.36
H 1.47 3.24 1.97
H 0.68 2.50 3.41
*
```

DFT total energy = -126535.504 eV
Relative energy (zero: lowest compared OMol25 entry of this formula, charge and spin) = 0.0 kcal per mole
Kohn-Sham gap (spin up / spin down) = 5.46 / 4.76 eV

No. 7
C19H44N4OP | ωB97M-V with the def2-TZVPD basis set

```
! RIJCOSX wB97M-V def2-TZVPD def2/J DEFGRID3
* xyz 1 1
C -1.54 2.39 -0.77
C -2.98 2.60 -1.39
C -3.82 1.25 -1.55
C -3.28 0.05 -0.68
C -5.28 1.54 -1.06
C -6.24 0.70 -0.37
N -7.39 1.50 -0.16
C -7.16 2.73 -0.70
P -8.18 4.29 -0.83
O -7.51 5.22 -1.81
N -5.91 2.78 -1.24
H -1.68 2.09 0.31
H -0.91 1.68 -1.35
H -1.07 3.42 -0.74
H -3.50 3.36 -0.73
H -2.92 3.07 -2.41
H -3.91 0.95 -2.64
H -2.26 -0.29 -0.96
H -3.32 0.38 0.40
H -4.00 -0.81 -0.81
H -6.08 -0.36 -0.07
H -8.27 1.23 0.29
H -8.19 4.95 0.43
H -9.46 3.94 -1.34
H -5.60 3.66 -1.65
C 0.43 2.92 3.16
C 1.68 2.12 3.52
N 1.54 0.68 3.37
C 2.66 -0.07 3.94
C 4.03 0.11 3.29
C 1.07 0.22 2.08
C 1.92 0.57 0.85
H -0.42 2.61 3.77
H 0.61 3.98 3.34
H 0.16 2.81 2.11
H 1.92 2.35 4.56
H 2.52 2.51 2.92
H 2.40 -1.13 3.95
H 2.74 0.21 4.99
H 4.11 -0.45 2.35
H 4.80 -0.29 3.95
H 4.28 1.15 3.10
H 0.06 0.60 1.91
H 0.94 -0.87 2.11
H 2.28 1.60 0.87
H 1.32 0.46 -0.06
H 2.77 -0.10 0.74
C 1.07 -2.93 -2.24
C 2.31 -2.74 -1.39
N 3.14 -3.93 -1.27
C 4.20 -3.80 -0.27
C 5.29 -2.76 -0.52
C 3.55 -4.55 -2.52
C 4.37 -3.70 -3.50
H 0.44 -3.73 -1.85
H 0.48 -2.01 -2.24
H 1.31 -3.15 -3.28
H 1.98 -2.45 -0.39
H 2.88 -1.89 -1.79
H 4.67 -4.77 -0.11
H 3.72 -3.56 0.69
H 6.01 -3.10 -1.26
H 5.85 -2.58 0.40
H 4.89 -1.79 -0.84
H 2.66 -4.90 -3.04
H 4.11 -5.47 -2.31
H 3.99 -2.68 -3.59
H 4.33 -4.15 -4.50
H 5.42 -3.65 -3.22
*
```

DFT total energy = -37705.766 eV
Kohn-Sham gap = 5.61 eV

Question: Among the records above, which one has the highest DFT total energy?
Answer: C19H44N4OP

Question: Which formula does entry 7 have?
Answer: C19H44N4OP

Repeat the second record exactly.
C19H43BiN2O2P3 | ωB97M-V with the def2-TZVPD basis set

```
! RIJCOSX wB97M-V def2-TZVPD def2/J DEFGRID3
* xyz 3 1
Bi 0.35 -0.01 -0.54
P 1.04 2.69 -0.38
P -1.29 0.13 -2.66
P 0.44 -0.50 2.44
H -0.89 -4.75 -2.09
C -1.01 -4.81 -1.01
C -2.09 -4.39 -0.37
H -2.93 -3.92 -0.91
C 2.67 2.86 -1.17
C -0.10 3.86 -1.22
C 1.27 3.37 1.27
C -2.20 -1.40 -2.76
C -2.53 1.44 -2.66
C -0.36 0.30 -4.20
C -0.49 -2.05 2.79
C -0.20 0.62 3.75
C 2.11 -0.92 3.09
H -0.18 -5.31 -0.47
H -2.21 -4.49 0.72
H 3.04 3.88 -1.00
H 2.57 2.68 -2.25
H 3.39 2.13 -0.75
H 0.34 4.86 -1.19
H -1.08 3.82 -0.71
H -0.22 3.54 -2.26
H 2.14 4.05 1.29
H 1.46 2.61 2.05
H 0.41 3.97 1.61
H -2.39 -1.62 -3.81
H -3.16 -1.29 -2.23
H -1.66 -2.24 -2.30
H -2.91 1.55 -3.68
H -2.12 2.41 -2.32
H -3.36 1.16 -1.99
H -1.07 0.49 -5.00
H 0.20 -0.63 -4.40
H 0.36 1.14 -4.13
H 0.00 -2.62 3.59
H -0.53 -2.66 1.88
H -1.52 -1.79 3.09
H 0.10 0.27 4.74
H -1.30 0.66 3.71
H 0.19 1.63 3.60
H 2.03 -1.34 4.10
H 2.71 0.00 3.13
H 2.61 -1.63 2.43
C 3.01 -1.86 -0.53
C 3.88 -0.88 -1.11
C 5.24 -0.91 -0.78
C 5.75 -1.89 0.05
C 4.91 -2.85 0.57
C 3.57 -2.88 0.25
O 1.70 -1.84 -0.59
H 0.13 1.74 -1.40
H 3.42 -0.10 -1.73
H 5.85 -0.12 -1.22
H 6.80 -1.86 0.26
H 5.32 -3.61 1.24
H 2.89 -3.65 0.66
C -5.18 0.11 0.64
N -4.48 1.17 1.32
C -3.14 1.40 1.24
N -2.72 2.47 1.98
O -2.34 0.70 0.57
H -4.46 -0.59 0.20
H -5.83 0.52 -0.15
H -5.82 -0.43 1.36
H -5.01 1.82 1.90
H -1.75 2.74 1.94
H -3.38 3.05 2.49
*
```

DFT total energy = -61152.393 eV
Relative energy (zero: lowest compared OMol25 entry of this formula, charge and spin) = 53.0 kcal per mole
Kohn-Sham gap (spin up / spin down) = 6.13 / 4.72 eV

Question: Which of these has the lowest DFT total energy?
Answer: C19H43CeOP3SSe